A molecular structure, C34H57CrN3O3Si. Source: the OMol25 dataset; level of theory: the ωB97M-V functional and the def2-TZVPD basis.

## Properties
gap between HOMO and LUMO (alpha / beta)	7.8 / 5.7	eV
largest force on an atom	2.39	eV/Å
relative energy (zero: lowest compared OMol25 entry of this formula, charge and spin)	14.0	kcal/mol
total energy	-3053.57038	Ha
multiplicity	5

Element x y z (Å)
1 O 1.625 -1.585 -1.389
2 O 0.920 -0.268 -3.834
3 C 2.713 -1.542 -0.451
4 C 2.766 -2.628 0.610
5 H 2.696 -0.547 0.029
6 H 3.641 -1.589 -1.049
7 H 2.102 -2.410 1.449
8 H 3.774 -2.677 1.006
9 H 2.525 -3.629 0.226
10 C 0.435 -2.288 -0.924
11 C 0.157 -3.393 -1.925
12 H -0.403 -1.565 -0.823
13 H 0.564 -2.712 0.094
14 H 0.035 -3.002 -2.943
15 H -0.729 -3.986 -1.673
16 H 1.017 -4.079 -1.955
17 C -0.140 0.319 -4.619
18 C 1.905 -0.891 -4.673
19 C -1.448 -0.397 -4.403
20 H 0.128 0.293 -5.691
21 H -0.197 1.375 -4.311
22 H -1.353 -1.443 -4.711
23 H -2.217 0.081 -5.009
24 H -1.756 -0.361 -3.357
25 C 1.364 -2.039 -5.477
26 H 2.694 -1.205 -3.970
27 H 2.316 -0.123 -5.351
28 H 0.810 -2.738 -4.851
29 H 2.185 -2.568 -5.947
30 H 0.702 -1.679 -6.271
31 H 1.282 0.310 -1.913
32 N -0.659 -0.626 3.244
33 C -1.131 0.204 4.353
34 C -2.406 0.885 4.020
35 C -2.647 1.443 2.802
36 C -1.359 -0.591 5.643
37 H -0.446 -1.106 5.966
38 H -2.187 -1.310 5.545
39 H -1.618 0.172 6.389
40 C -3.908 2.193 2.494
41 H -4.460 1.768 1.644
42 H -3.721 3.257 2.283
43 H -4.563 2.132 3.372
44 N -1.683 1.357 1.848
45 C -0.490 -2.014 3.334
46 C 0.734 -2.552 3.815
47 C 1.827 -1.665 4.320
48 C 0.871 -3.935 3.960
49 H 1.785 -4.341 4.383
50 C -0.167 -4.787 3.598
51 H -0.043 -5.862 3.676
52 C -1.385 -4.263 3.161
53 H -2.226 -4.913 2.937
54 C -1.563 -2.892 3.032
55 C -2.934 -2.402 2.678
56 C -1.806 1.956 0.569
57 C -1.167 3.192 0.377
58 C -0.364 3.773 1.501
59 C -1.349 3.862 -0.834
60 H -0.909 4.856 -0.950
61 C -2.116 3.279 -1.846
62 H -2.309 3.821 -2.774
63 C -2.695 2.019 -1.663
64 H -3.323 1.566 -2.428
65 C -2.539 1.324 -0.460
66 C -3.165 -0.029 -0.278
67 Cr 0.072 0.681 2.128
68 H 2.804 -2.121 4.101
69 H 1.750 -1.570 5.417
70 H 1.826 -0.644 3.903
71 H -2.931 -1.419 2.194
72 H -3.571 -2.335 3.579
73 H -3.427 -3.118 2.003
74 H 0.174 4.652 1.138
75 H 0.383 3.078 1.934
76 H -1.004 4.078 2.345
77 H -3.894 -0.042 0.546
78 H -2.411 -0.808 -0.079
79 H -3.707 -0.345 -1.180
80 H -3.187 0.917 4.783
81 C 1.282 1.406 -1.592
82 Si 2.498 2.492 -2.571
83 H 0.279 1.818 -1.682
84 H 1.587 1.436 -0.540
85 C 4.154 1.623 -2.826
86 C 2.753 4.138 -1.665
87 C 2.016 3.093 -4.305
88 H 2.837 3.721 -4.701
89 H 1.108 3.719 -4.261
90 H 1.843 2.275 -5.024
91 H 4.692 1.506 -1.877
92 H 4.794 2.212 -3.501
93 H 4.028 0.627 -3.269
94 H 2.835 3.993 -0.579
95 H 1.905 4.817 -1.854
96 H 3.671 4.641 -2.013
97 O 0.127 1.826 5.737
98 C 0.010 1.313 4.630
99 N 0.714 1.533 3.478

A molecular structure, C34H57DyN3O2SeSi. Source: the OMol25 dataset; level of theory: the ωB97M-V functional and the def2-TZVPD basis.

## Properties
gap between HOMO and LUMO (alpha / beta)	7.5 / 7.5	eV
net charge	+1
largest force on an atom	3.50	eV/Å
total energy	-5220.23530	Ha
multiplicity	6

Element x y z (Å)
1 O 0.413 -0.318 -2.306
2 O 3.937 -2.580 -1.463
3 C 0.112 -1.574 -3.448
4 C -0.370 -0.881 -4.701
5 H -0.559 -2.224 -2.870
6 H 1.051 -2.091 -3.643
7 H -1.215 -0.247 -4.424
8 H -0.692 -1.603 -5.484
9 H 0.411 -0.240 -5.174
10 C 1.850 0.340 -2.555
11 C 2.613 -0.378 -3.670
12 H 2.386 0.332 -1.583
13 H 1.598 1.369 -2.860
14 H 2.796 -1.438 -3.377
15 H 3.571 0.143 -3.828
16 H 2.130 -0.323 -4.687
17 C 4.590 -1.788 -0.458
18 C 3.589 -3.916 -1.115
19 C 5.783 -1.064 -1.069
20 H 4.893 -2.429 0.392
21 H 3.867 -1.043 -0.078
22 H 6.521 -1.784 -1.446
23 H 6.267 -0.432 -0.314
24 H 5.501 -0.409 -1.906
25 C 4.520 -4.945 -1.747
26 H 2.571 -4.084 -1.490
27 H 3.550 -4.049 -0.016
28 H 4.643 -4.810 -2.825
29 H 4.121 -5.950 -1.566
30 H 5.516 -4.877 -1.298
31 H 0.448 -0.973 -1.248
32 N -2.807 0.936 0.285
33 C -3.435 1.041 1.468
34 C -2.774 1.085 2.708
35 C -1.436 1.370 2.992
36 C -4.943 1.026 1.496
37 H -5.343 0.126 1.012
38 H -5.382 1.915 1.027
39 H -5.271 1.020 2.540
40 C -1.073 1.410 4.464
41 H -0.996 2.450 4.815
42 H -0.145 0.866 4.674
43 H -1.884 0.920 5.031
44 N -0.512 1.664 2.031
45 C -3.574 1.003 -0.933
46 C -3.786 -0.178 -1.680
47 C -3.300 -1.543 -1.276
48 C -4.276 -0.063 -2.983
49 H -4.361 -0.953 -3.603
50 C -4.616 1.180 -3.516
51 H -4.968 1.256 -4.546
52 C -4.490 2.333 -2.736
53 H -4.713 3.312 -3.165
54 C -4.025 2.252 -1.419
55 C -3.834 3.516 -0.631
56 C 0.553 2.556 2.430
57 C 1.876 2.074 2.504
58 C 2.216 0.630 2.270
59 C 2.901 2.961 2.851
60 H 3.914 2.555 2.955
61 C 2.639 4.317 3.009
62 H 3.458 5.009 3.187
63 C 1.321 4.804 2.949
64 H 1.103 5.863 3.072
65 C 0.268 3.918 2.708
66 C -1.148 4.423 2.705
67 Dy -0.517 0.857 -0.125
68 H -2.316 -1.731 -1.742
69 H -3.954 -2.321 -1.714
70 H -3.227 -1.727 -0.199
71 H -3.714 3.347 0.444
72 H -4.704 4.182 -0.767
73 H -2.941 4.059 -0.981
74 H 3.298 0.554 2.105
75 H 1.750 0.169 1.377
76 H 1.988 -0.014 3.136
77 H -1.649 4.210 1.747
78 H -1.122 5.513 2.850
79 H -1.759 3.993 3.519
80 H -3.434 0.944 3.571
81 C 0.369 -1.748 -0.067
82 Si -0.158 -2.728 1.494
83 H -0.031 -2.515 -0.744
84 H 1.450 -1.976 -0.053
85 C -0.522 -4.408 0.726
86 C -1.603 -2.131 2.514
87 C 1.396 -2.901 2.531
88 H 2.290 -2.819 1.893
89 H 1.406 -3.891 3.012
90 H 1.474 -2.146 3.326
91 H -1.270 -4.329 -0.072
92 H -0.887 -5.138 1.455
93 H 0.393 -4.802 0.264
94 H -2.434 -1.744 1.906
95 H -1.309 -1.345 3.225
96 H -1.988 -2.982 3.107
97 Se 0.140 5.814 -1.775
98 C 0.056 4.066 -1.346
99 N -0.039 2.899 -1.055

A molecular structure, C34H57F3MnN2O2Si. Source: the OMol25 dataset; level of theory: the ωB97M-V functional and the def2-TZVPD basis.

## Properties
gap between HOMO and LUMO (alpha / beta)	5.7 / 8.2	eV
net charge	+1
largest force on an atom	3.08	eV/Å
total energy	-3329.47635	Ha
multiplicity	5

Element x y z (Å)
1 O 1.828 -2.311 -1.633
2 O 0.624 -0.728 -2.900
3 C 3.118 -2.581 -0.882
4 C 3.303 -4.005 -0.553
5 H 3.141 -1.938 0.023
6 H 3.856 -2.249 -1.585
7 H 2.805 -4.283 0.386
8 H 4.384 -4.102 -0.455
9 H 2.992 -4.726 -1.344
10 C 0.679 -2.895 -1.072
11 C 0.189 -3.995 -1.954
12 H -0.139 -2.146 -0.913
13 H 0.960 -3.277 -0.073
14 H -0.067 -3.499 -2.900
15 H -0.683 -4.482 -1.525
16 H 0.966 -4.775 -2.033
17 C -0.596 -0.437 -3.653
18 C 1.711 -0.883 -3.888
19 C -1.749 -1.079 -2.975
20 H -0.373 -0.858 -4.658
21 H -0.666 0.658 -3.799
22 H -1.751 -2.188 -3.096
23 H -2.671 -0.706 -3.417
24 H -1.714 -0.837 -1.910
25 C 1.646 -2.183 -4.621
26 H 2.638 -0.703 -3.375
27 H 1.523 -0.107 -4.621
28 H 1.776 -3.029 -3.930
29 H 2.521 -2.223 -5.298
30 H 0.755 -2.359 -5.247
31 H 0.965 -0.925 -1.959
32 N -0.609 -0.237 2.703
33 C -1.391 0.198 3.694
34 C -2.104 1.412 3.628
35 C -2.387 2.185 2.490
36 C -1.575 -0.640 4.923
37 H -0.628 -1.010 5.353
38 H -2.210 -1.528 4.728
39 H -2.076 -0.033 5.697
40 C -3.592 3.068 2.432
41 H -4.286 2.782 1.626
42 H -3.321 4.129 2.289
43 H -4.141 2.990 3.376
44 N -1.617 2.146 1.397
45 C -0.285 -1.616 2.629
46 C 1.012 -2.109 2.959
47 C 2.002 -1.183 3.614
48 C 1.336 -3.454 2.768
49 H 2.332 -3.811 3.065
50 C 0.353 -4.338 2.291
51 H 0.584 -5.413 2.157
52 C -0.908 -3.861 2.023
53 H -1.749 -4.483 1.673
54 C -1.269 -2.515 2.220
55 C -2.690 -2.061 1.977
56 C -1.942 2.845 0.177
57 C -1.499 4.132 -0.092
58 C -0.977 5.015 0.999
59 C -1.595 4.630 -1.416
60 H -1.243 5.647 -1.666
61 C -2.187 3.854 -2.407
62 H -2.239 4.196 -3.428
63 C -2.724 2.604 -2.074
64 H -3.213 1.991 -2.825
65 C -2.654 2.089 -0.787
66 C -3.295 0.766 -0.398
67 Mn 0.202 1.434 1.266
68 H 2.427 -0.476 2.903
69 H 2.796 -1.793 4.049
70 H 1.572 -0.546 4.395
71 H -2.696 -1.025 1.638
72 H -3.353 -2.140 2.857
73 H -3.169 -2.651 1.177
74 H -0.564 5.949 0.583
75 H -0.184 4.509 1.556
76 H -1.741 5.315 1.733
77 H -3.935 0.882 0.474
78 H -2.555 0.002 -0.180
79 H -3.926 0.380 -1.209
80 H -2.655 1.678 4.537
81 C 0.778 0.415 -0.309
82 Si 1.854 1.729 -1.111
83 H -0.370 0.279 -0.549
84 H 1.279 -0.496 0.301
85 C 3.636 1.071 -1.324
86 C 2.037 3.414 -0.220
87 C 1.189 2.336 -2.796
88 H 1.506 3.381 -2.992
89 H 0.099 2.422 -2.820
90 H 1.543 1.773 -3.664
91 H 4.193 1.095 -0.387
92 H 4.198 1.701 -2.014
93 H 3.655 0.047 -1.693
94 H 2.334 3.238 0.826
95 H 1.050 3.914 -0.190
96 H 2.735 4.148 -0.650
97 F 1.466 3.624 2.791
98 C 1.476 2.209 2.649
99 F 2.836 1.892 2.521
100 F 1.111 1.753 3.922

A molecular structure, C34H57N3O2SiTi. Source: the OMol25 dataset; level of theory: the ωB97M-V functional and the def2-TZVPD basis.

## Properties
gap between HOMO and LUMO (alpha / beta)	5.9 / 8.3	eV
largest force on an atom	4.94	eV/Å
total energy	-2783.45510	Ha
multiplicity	3

Element x y z (Å)
1 O 0.896 -1.163 0.070
2 O 0.919 -0.199 -3.579
3 C 2.363 -1.330 0.107
4 C 2.805 -2.543 0.895
5 H 2.750 -0.416 0.573
6 H 2.694 -1.301 -0.941
7 H 2.310 -2.611 1.875
8 H 3.882 -2.467 1.093
9 H 2.626 -3.450 0.313
10 C 0.051 -2.301 -0.290
11 C 0.415 -2.881 -1.637
12 H -0.980 -1.905 -0.303
13 H 0.132 -3.081 0.479
14 H 0.358 -2.134 -2.437
15 H -0.302 -3.678 -1.864
16 H 1.414 -3.333 -1.632
17 C -0.174 0.402 -4.317
18 C 1.925 -0.822 -4.400
19 C -1.430 -0.423 -4.176
20 H 0.064 0.528 -5.389
21 H -0.320 1.404 -3.887
22 H -1.271 -1.450 -4.525
23 H -2.233 0.008 -4.780
24 H -1.764 -0.437 -3.134
25 C 1.386 -1.942 -5.262
26 H 2.676 -1.197 -3.695
27 H 2.414 -0.060 -5.029
28 H 0.838 -2.675 -4.660
29 H 2.215 -2.460 -5.753
30 H 0.734 -1.559 -6.052
31 H 1.168 0.266 -1.558
32 N -0.819 -0.798 3.101
33 C -1.543 -0.219 4.083
34 C -2.201 0.988 3.883
35 C -2.331 1.654 2.661
36 C -1.716 -0.957 5.386
37 H -0.762 -1.292 5.813
38 H -2.366 -1.843 5.291
39 H -2.184 -0.281 6.113
40 C -3.351 2.735 2.500
41 H -4.049 2.510 1.680
42 H -2.896 3.716 2.311
43 H -3.927 2.793 3.429
44 N -1.562 1.379 1.604
45 C -0.461 -2.184 3.258
46 C 0.769 -2.514 3.858
47 C 1.667 -1.436 4.392
48 C 1.074 -3.870 4.005
49 H 2.027 -4.129 4.476
50 C 0.172 -4.857 3.608
51 H 0.424 -5.911 3.751
52 C -1.082 -4.506 3.091
53 H -1.820 -5.265 2.827
54 C -1.426 -3.158 2.948
55 C -2.808 -2.723 2.557
56 C -1.746 2.015 0.322
57 C -1.177 3.285 0.069
58 C -0.320 3.952 1.101
59 C -1.394 3.877 -1.176
60 H -0.926 4.842 -1.390
61 C -2.185 3.240 -2.131
62 H -2.346 3.710 -3.101
63 C -2.821 2.040 -1.836
64 H -3.491 1.561 -2.553
65 C -2.629 1.422 -0.600
66 C -3.355 0.154 -0.271
67 Ti -0.193 0.009 1.388
68 H 2.168 -0.844 3.616
69 H 2.450 -1.892 5.011
70 H 1.116 -0.714 5.010
71 H -2.814 -1.932 1.792
72 H -3.358 -2.337 3.432
73 H -3.370 -3.574 2.152
74 H 0.072 4.896 0.692
75 H 0.535 3.329 1.416
76 H -0.901 4.208 2.000
77 H -3.776 0.151 0.748
78 H -2.724 -0.746 -0.394
79 H -4.201 0.042 -0.967
80 H -2.754 1.399 4.724
81 C 1.183 1.331 -1.197
82 Si 2.355 2.391 -2.279
83 H 0.148 1.695 -1.251
84 H 1.542 1.422 -0.161
85 C 3.941 1.418 -2.528
86 C 2.612 3.955 -1.260
87 C 1.707 2.934 -3.970
88 H 2.436 3.623 -4.433
89 H 0.750 3.469 -3.868
90 H 1.571 2.095 -4.667
91 H 4.451 1.262 -1.565
92 H 4.624 1.974 -3.192
93 H 3.750 0.435 -2.985
94 H 2.712 3.714 -0.192
95 H 1.760 4.640 -1.386
96 H 3.524 4.471 -1.594
97 N 2.345 1.467 2.585
98 C 1.343 0.989 2.158

A molecular structure, C34H58LaN2O4Si. Source: the OMol25 dataset; level of theory: the ωB97M-V functional and the def2-TZVPD basis.

## Properties
gap between HOMO and LUMO	8.4	eV
net charge	+1
largest force on an atom	2.40	eV/Å
total energy	-2061.83570	Ha
multiplicity	1

Element x y z (Å)
1 O 1.217 -1.456 0.008
2 O 0.894 -0.260 -3.907
3 C 2.621 -1.915 -0.100
4 C 2.887 -3.076 0.823
5 H 3.209 -1.029 0.159
6 H 2.807 -2.164 -1.150
7 H 2.585 -2.853 1.856
8 H 3.959 -3.303 0.831
9 H 2.357 -3.976 0.490
10 C 0.164 -2.428 -0.316
11 C 0.470 -3.226 -1.571
12 H -0.754 -1.825 -0.472
13 H 0.033 -3.076 0.568
14 H 0.627 -2.559 -2.429
15 H -0.403 -3.855 -1.792
16 H 1.350 -3.871 -1.448
17 C -0.196 0.349 -4.650
18 C 1.874 -0.922 -4.733
19 C -1.500 -0.386 -4.445
20 H 0.052 0.405 -5.730
21 H -0.298 1.378 -4.269
22 H -1.413 -1.438 -4.741
23 H -2.258 0.102 -5.066
24 H -1.828 -0.329 -3.400
25 C 1.285 -2.094 -5.491
26 H 2.663 -1.245 -4.039
27 H 2.323 -0.200 -5.441
28 H 0.730 -2.764 -4.824
29 H 2.101 -2.650 -5.960
30 H 0.610 -1.746 -6.281
31 H 1.576 0.275 -1.759
32 N -0.920 -0.779 3.228
33 C -1.688 -0.179 4.160
34 C -2.400 1.015 3.966
35 C -2.605 1.701 2.762
36 C -1.863 -0.848 5.498
37 H -0.924 -1.274 5.874
38 H -2.607 -1.655 5.417
39 H -2.231 -0.122 6.231
40 C -3.612 2.811 2.717
41 H -4.332 2.684 1.898
42 H -3.113 3.781 2.593
43 H -4.167 2.830 3.661
44 N -1.881 1.419 1.670
45 C -0.594 -2.174 3.384
46 C 0.680 -2.532 3.872
47 C 1.636 -1.462 4.313
48 C 1.020 -3.890 3.939
49 H 2.002 -4.177 4.324
50 C 0.104 -4.868 3.538
51 H 0.381 -5.923 3.603
52 C -1.170 -4.510 3.098
53 H -1.895 -5.274 2.814
54 C -1.538 -3.165 3.030
55 C -2.914 -2.755 2.608
56 C -2.119 2.033 0.394
57 C -1.465 3.247 0.067
58 C -0.617 3.994 1.054
59 C -1.610 3.755 -1.219
60 H -1.122 4.707 -1.459
61 C -2.374 3.089 -2.175
62 H -2.471 3.509 -3.174
63 C -3.040 1.901 -1.839
64 H -3.677 1.399 -2.572
65 C -2.918 1.361 -0.563
66 C -3.590 0.056 -0.243
67 La 0.227 0.391 1.353
68 H 2.272 -1.085 3.496
69 H 2.321 -1.841 5.085
70 H 1.130 -0.585 4.740
71 H -2.894 -1.885 1.934
72 H -3.549 -2.485 3.467
73 H -3.421 -3.576 2.081
74 H -0.262 4.903 0.548
75 H 0.282 3.460 1.407
76 H -1.163 4.319 1.951
77 H -3.997 0.019 0.778
78 H -2.914 -0.808 -0.377
79 H -4.431 -0.109 -0.935
80 H -2.925 1.405 4.838
81 C 1.392 1.347 -1.508
82 Si 2.494 2.456 -2.566
83 H 0.318 1.544 -1.673
84 H 1.672 1.565 -0.454
85 C 4.130 1.571 -2.864
86 C 2.680 4.094 -1.653
87 C 1.810 2.894 -4.267
88 H 2.568 3.455 -4.839
89 H 0.900 3.510 -4.199
90 H 1.576 1.988 -4.846
91 H 4.677 1.440 -1.917
92 H 4.769 2.146 -3.550
93 H 3.968 0.576 -3.312
94 H 2.745 3.945 -0.565
95 H 1.826 4.758 -1.859
96 H 3.593 4.613 -1.985
97 O 2.881 1.343 4.181
98 C 2.059 2.105 3.668
99 O 1.399 1.874 2.534
100 H 1.757 3.082 4.115